105
Properties=species:S:1:pos:R:3 method="wB97M-V/def2-TZVPD" homo_lumo_gap_ev=7.3 max_force_ha_per_bohr=0.0332 e_lumo_ev=-0.074 de_lowest_kj_mol=0.0 homo_ev=-7.41
Sc -0.19386 -0.02500 -0.50762
C -4.14126 3.97916 4.66745
C -4.02918 4.67721 3.31233
C -3.40941 6.06376 3.53350
C -5.44302 4.83767 2.73469
C -3.16697 3.87843 2.33231
C -2.59888 2.65670 2.64765
C -1.83059 1.98311 1.70734
Se -1.14716 0.22438 2.10553
C -2.70126 -0.78910 1.55936
C -3.71034 -0.98545 2.47991
C -4.83607 -1.73429 2.14726
C -4.82134 -2.34550 0.89951
C -3.80471 -2.19335 -0.05248
C -2.76788 -1.28636 0.23545
O -1.88495 -0.87668 -0.66729
C -3.92847 -3.00870 -1.35749
C -2.70784 -2.91563 -2.28253
C -4.10100 -4.49437 -1.00175
C -5.15693 -2.51963 -2.14288
C -6.00652 -1.83439 3.12719
C -7.13253 -2.71948 2.59390
C -6.57063 -0.42338 3.36573
C -5.52793 -2.41698 4.46578
C -1.57463 2.49283 0.42812
O -0.78809 1.82296 -0.39972
C -2.17614 3.72487 0.07594
C -2.93864 4.36980 1.04060
C -1.99770 4.30498 -1.33751
C -2.56485 3.31191 -2.36670
C -2.72942 5.63227 -1.51534
C -0.50438 4.55092 -1.62042
H -4.75256 4.58455 5.34110
H -4.61754 2.99872 4.57328
H -3.16007 3.84497 5.13091
H -4.00298 6.63644 4.25391
H -2.39148 5.97087 3.92187
H -3.36484 6.63630 2.60402
H -6.08626 5.37378 3.44062
H -5.43008 5.39818 1.79673
H -5.88782 3.85863 2.53631
H -2.74864 2.19495 3.61523
H -3.60121 -0.54404 3.46582
H -5.65512 -2.98520 0.63572
H -1.78765 -3.18838 -1.76394
H -2.85443 -3.60976 -3.11566
H -2.58182 -1.91338 -2.68640
H -3.22138 -4.86240 -0.46388
H -4.98120 -4.68110 -0.38375
H -4.20575 -5.08225 -1.91874
H -5.05540 -1.45656 -2.37825
H -5.25264 -3.07335 -3.08256
H -6.08033 -2.65291 -1.57255
H -7.53798 -2.33020 1.65589
H -6.79385 -3.74627 2.42692
H -7.94643 -2.74980 3.32266
H -6.92279 0.01106 2.42599
H -7.41068 -0.45919 4.06717
H -5.80803 0.24393 3.77721
H -5.12919 -3.42685 4.32546
H -4.74651 -1.80065 4.91805
H -6.36007 -2.47487 5.17460
H -3.39139 5.31842 0.77863
H -3.63726 3.16806 -2.20569
H -2.41822 3.69754 -3.38147
H -2.07528 2.34502 -2.29140
H -3.80585 5.52588 -1.35703
H -2.34975 6.39988 -0.83448
H -2.57579 5.98780 -2.53739
H 0.05934 3.62295 -1.55970
H -0.37809 4.97168 -2.62360
H -0.09265 5.26247 -0.89766
N 1.85626 1.28348 0.77350
N 2.79614 0.42483 1.33620
C 2.62322 -0.90780 1.22677
N 3.57754 -1.71348 1.68138
N 1.49113 -1.26943 0.64652
N 1.20000 -2.56840 0.42245
O 0.08874 -2.71863 -0.07731
O 1.97099 -3.49318 0.67617
H 2.10597 1.55587 -0.17081
H 1.68655 2.07910 1.36786
H 3.69000 0.77434 1.62959
H 4.36414 -1.35996 2.19306
H 3.39765 -2.70292 1.60775
C -1.92514 -3.91135 2.64109
C -0.74088 -3.09941 2.94443
N 0.19784 -2.47045 3.15620
H -2.25523 -3.69064 1.62279
H -2.73532 -3.66011 3.32380
H -1.68319 -4.96908 2.72941
C 0.30110 0.19869 -4.02928
C 1.49042 -0.20469 -3.15901
C 1.79582 -1.68640 -3.35975
C 2.70679 0.62844 -3.53756
O 1.18279 0.02321 -1.80671
H 0.51490 0.05320 -5.09066
H 0.05763 1.25147 -3.86039
H -0.57470 -0.40365 -3.76827
H 2.03154 -1.90580 -4.40478
H 0.93178 -2.28764 -3.06282
H 2.64916 -1.98003 -2.74088
H 2.98561 0.46613 -4.58261
H 3.55754 0.35595 -2.90565
H 2.49048 1.69155 -3.39656


118
Properties=species:S:1:pos:R:3 method="wB97M-V/def2-TZVPD" homo_lumo_gap_ev=10.2 max_force_ha_per_bohr=0.0298 e_lumo_ev=0.419 homo_ev=-9.77 smiles="CCCCCCCCC[C@@H]1CCOS(=O)(=O)C1.O=S1(=O)CCCC1.O=S1(=O)CCCC1.O=S1(=O)CCCC1.O=S1(=O)CCCC1.O=S1(=O)CCCC1"
C 0.27721 -2.11163 0.81029
C -1.23348 -1.98561 1.05753
C -1.69132 -0.55923 1.40564
C -1.10361 -0.06631 2.75295
C -2.03424 0.91553 3.47051
C -1.37361 1.64950 4.66880
C -0.67333 0.70476 5.66967
C 0.84612 0.52285 5.52828
C 1.64349 1.80887 5.76772
C 3.13270 1.68073 5.37853
C 4.05853 2.52368 6.25807
C 3.67722 3.98836 6.13867
O 4.12316 4.56740 4.89088
S 3.83684 3.77358 3.52948
O 2.73606 4.37092 2.82275
O 5.09455 3.73819 2.83258
C 3.38402 2.06102 3.89967
H 0.53814 -1.76762 -0.20104
H 0.59751 -3.15817 0.93781
H 0.85817 -1.51235 1.52386
H -1.80065 -2.33345 0.18506
H -1.52749 -2.65305 1.88760
H -1.33764 0.11892 0.62076
H -2.79190 -0.51740 1.44924
H -0.15238 0.45474 2.55116
H -0.87239 -0.94739 3.37302
H -2.91710 0.38696 3.87218
H -2.36106 1.67275 2.73830
H -0.72606 2.46130 4.30667
H -2.19811 2.14352 5.21190
H -1.17285 -0.27703 5.63197
H -0.84438 1.10650 6.68561
H 1.17467 -0.19912 6.29643
H 1.12497 0.08411 4.55801
H 1.21704 2.66562 5.22001
H 1.59920 2.09072 6.83509
H 3.43298 0.62283 5.47486
H 5.09471 2.41880 5.89273
H 4.02137 2.21234 7.31415
H 4.17566 4.56712 6.93110
H 2.59740 4.16272 6.26335
H 4.18597 1.45329 3.45781
H 2.47280 1.87760 3.31093
C 0.26983 4.78446 -1.66427
C 1.61377 4.57521 -0.94975
C 1.40711 3.48980 0.11395
S 0.07690 2.45338 -0.49024
O -1.05772 2.57775 0.39803
O 0.58396 1.14385 -0.83668
C -0.24892 3.38523 -1.97681
H 0.38215 5.37521 -2.57249
H -0.43047 5.30493 -1.00569
H 2.35542 4.23985 -1.67403
H 1.98289 5.49412 -0.49580
H 2.29169 2.87426 0.25759
H 1.09297 3.90953 1.06662
H -1.31324 3.34255 -2.19838
H 0.33449 2.93029 -2.77330
C 4.14362 0.88093 -5.85626
C 2.97953 -0.10294 -5.68975
C 2.04561 0.46198 -4.60953
S 2.24482 2.24191 -4.67955
O 2.82648 2.69588 -3.43798
O 1.03858 2.85877 -5.18621
C 3.50620 2.26286 -5.94528
H 4.73398 0.66159 -6.74470
H 4.80605 0.83082 -4.98848
H 2.43978 -0.17937 -6.63287
H 3.32716 -1.09806 -5.41751
H 1.00072 0.22302 -4.79214
H 2.32624 0.14090 -3.60761
H 4.19340 3.08336 -5.75051
H 3.00493 2.40867 -6.90207
C -5.30979 -2.19851 7.59373
C -4.29938 -2.82637 8.56390
C -3.35668 -3.70937 7.73595
S -3.31081 -2.98333 6.09215
O -3.89454 -3.91176 5.15864
O -2.01157 -2.40772 5.84978
C -4.48998 -1.67762 6.41767
H -5.88114 -1.39966 8.06413
H -6.01456 -2.95765 7.24772
H -3.72791 -2.03659 9.05568
H -4.79305 -3.40619 9.34240
H -2.34496 -3.73123 8.13297
H -3.73519 -4.72432 7.63128
H -5.07273 -1.49342 5.51811
H -3.92374 -0.78577 6.68759
C -2.10955 -5.35027 -2.80546
C -2.69682 -3.98349 -2.42846
C -1.57281 -2.94908 -2.56420
S -0.46046 -3.58476 -3.82139
O 0.81272 -3.88083 -3.21667
O -0.54438 -2.76790 -5.00803
C -1.33058 -5.12496 -4.09728
H -2.88527 -6.10376 -2.93531
H -1.43430 -5.69437 -2.01910
H -3.51270 -3.73655 -3.11125
H -3.10394 -3.98281 -1.41800
H -1.93810 -1.97525 -2.88081
H -1.00693 -2.85169 -1.64159
H -0.60792 -5.90609 -4.32158
H -1.99870 -4.97605 -4.94537
C -0.82110 -2.15154 -8.62793
C -1.65885 -0.86510 -8.63094
C -0.68410 0.31574 -8.72472
S 0.76034 -0.30209 -9.59747
O 1.88321 -0.28241 -8.68929
O 0.85075 0.31083 -10.89690
C 0.19428 -1.99109 -9.75596
H -1.43741 -3.03759 -8.77244
H -0.30257 -2.25543 -7.67188
H -2.32399 -0.86430 -9.49693
H -2.28043 -0.78634 -7.74036
H -1.09052 1.15544 -9.28249
H -0.35422 0.65113 -7.74246
H 1.04731 -2.66146 -9.68092
H -0.27378 -2.08603 -10.73543


80
Properties=species:S:1:pos:R:3 method="wB97M-V/def2-TZVPD" homo_lumo_gap_ev=7.3 max_force_ha_per_bohr=0.0484 e_lumo_ev=0.019 homo_ev=-7.28
Rb -0.21151 1.14749 0.20608
C 0.33674 3.45458 3.02691
C 1.60790 3.34297 2.19679
O 1.89606 1.96653 2.07737
C 3.10112 1.67918 1.40551
C 3.16404 0.17258 1.19147
O 2.40851 -0.24649 0.07225
C 3.09576 -0.17407 -1.15505
C 2.06865 -0.33773 -2.26296
O 1.11913 0.71160 -2.30868
C 1.38881 1.79510 -3.17128
C 2.16661 2.94237 -2.52612
O 1.53852 3.55342 -1.41636
C 0.64081 4.61762 -1.69283
C -0.82227 4.19284 -1.60495
O -1.11276 3.58043 -0.37726
C -1.40224 4.43632 0.70463
C -1.78863 3.55266 1.88265
O -0.73584 2.77223 2.41875
H 0.09591 4.50547 3.21841
H 0.53634 2.96386 3.98376
H 2.42380 3.86463 2.71726
H 1.47872 3.79287 1.20339
H 3.96355 2.01803 1.99623
H 3.13219 2.19963 0.43739
H 2.71260 -0.31169 2.05903
H 4.20633 -0.15525 1.09888
H 3.83979 -0.97978 -1.22775
H 3.62516 0.78003 -1.25805
H 1.50508 -1.24673 -2.04392
H 2.57716 -0.45214 -3.22693
H 0.42032 2.15889 -3.52164
H 1.96290 1.46151 -4.04560
H 2.38450 3.68742 -3.30205
H 3.11800 2.56024 -2.15341
H 0.84285 5.04953 -2.67952
H 0.83722 5.38704 -0.94120
H -1.04203 3.44624 -2.37054
H -1.45758 5.07104 -1.77993
H -2.25944 5.08040 0.46970
H -0.54649 5.08338 0.94544
H -2.49895 2.81218 1.50270
H -2.25752 4.17007 2.65942
N -1.19831 -0.35762 2.34334
C -1.45249 -1.67728 2.67756
C -1.88626 -2.04665 3.95573
C -2.11688 -3.37242 4.27096
C -1.92819 -4.36501 3.31799
C -1.47158 -4.01621 2.05633
C -1.21134 -2.69038 1.72573
P -0.40449 -2.14766 0.17491
C 0.24265 -3.74386 -0.47708
C -0.49300 -4.64724 -1.24160
C 0.08997 -5.82189 -1.69449
C 1.41385 -6.11045 -1.39227
C 2.15642 -5.21785 -0.63270
C 1.57463 -4.04027 -0.18703
C -1.82026 -1.86656 -0.95348
C -3.10542 -1.63353 -0.47742
C -4.11189 -1.22042 -1.33738
C -3.85153 -1.04422 -2.68539
C -2.57520 -1.28807 -3.17712
C -1.56768 -1.68747 -2.31598
H -1.65839 -0.02026 1.47123
H -1.45889 0.29896 3.06659
H -2.04576 -1.26970 4.69590
H -2.44763 -3.63545 5.26844
H -2.12496 -5.40107 3.56125
H -1.29280 -4.79332 1.32380
H -1.52723 -4.43032 -1.47877
H -0.49052 -6.51900 -2.28644
H 1.86451 -7.02835 -1.74814
H 3.19002 -5.43985 -0.39652
H 2.15225 -3.33404 0.40102
H -3.32873 -1.76774 0.57210
H -5.09669 -1.01021 -0.94117
H -4.63618 -0.70648 -3.35091
H -2.36778 -1.16978 -4.23423
H -0.57282 -1.87882 -2.70492
F -2.50119 0.99398 0.42216


45
Properties=species:S:1:pos:R:3 method="wB97M-V/def2-TZVPD" total_charge=+1 homo_lumo_gap_ev=8.9 max_force_ha_per_bohr=0.0518 e_lumo_ev=-3.589 de_lowest_kj_mol=108.7 homo_ev=-12.52
O 1.37297 -1.26850 2.32873
C 2.50884 -1.65160 2.34889
C 3.38222 -1.52577 1.10590
C 3.00397 -2.46204 -0.02900
C 1.81239 -1.96322 -0.82679
C 1.81901 -0.78238 -1.42281
N 0.68570 -0.42682 -2.23342
C 0.74958 0.55207 -3.04845
H 3.01088 -1.82249 3.31686
H 4.43118 -1.44252 1.38622
H 3.17894 -0.46653 0.89462
H 2.65306 -3.38832 0.42526
H 3.79157 -2.68257 -0.74138
H 1.00795 -2.66113 -1.02055
H 2.59672 -0.03330 -1.38398
H -0.10293 -1.07883 -2.29889
H 1.61335 1.20725 -3.07298
H 0.06598 0.71661 -3.85709
H -0.90414 -2.99042 -0.29736
H -1.79236 -3.36983 -1.42385
O -0.92787 -3.02685 -1.26342
H -0.32402 1.35831 -0.43887
H -1.25568 2.40374 0.53967
O -1.15253 1.73170 -0.15045
H -2.55883 -0.74727 -1.96250
H -2.28034 0.51274 -2.51486
O -1.88380 -0.38288 -2.56535
H -1.78616 2.92392 -3.43615
H -1.04547 2.56054 -1.91781
O -1.13449 2.50782 -2.87589
H -2.60665 2.10250 -0.94734
H -4.13391 2.20853 -0.88073
O -3.39534 2.24673 -1.50020
H -2.68056 -2.26463 1.66981
H -2.15523 -0.92105 1.21475
O -2.40923 -1.78224 0.88473
H -0.99766 3.73491 3.17151
H -0.46712 2.53860 3.87610
O -1.10428 2.78082 3.18992
H 2.21892 1.73916 2.52415
H 2.22801 2.84493 1.40975
O 1.66851 2.29985 1.96920
H -2.95193 -0.20106 3.47428
H -1.67905 0.61026 3.29598
O -2.07017 -0.23877 3.08374